# C10H5AuF8INO6S2

A structure of composition C10H5AuF8INO6S2 (ωB97M-V/def2-TZVPD, the Open Molecules 2025 dataset).

Summary:
- E: -79426.7262 eV
- HOMO-LUMO gap: 0.280 hartree
- LUMO: -1.9 eV

Geometry as ORCA input:
```
! wB97M-V def2-TZVPD RIJCOSX def2/J DEFGRID3
* xyz 0 1
Au -0.01311 -0.43045 -1.00864
F 4.62970 -1.49305 -2.24504
C 4.34854 -0.41300 -1.53477
F 3.99570 0.57405 -2.35071
F 5.40690 -0.04766 -0.83024
S 2.93705 -0.73577 -0.39329
O 2.60126 0.48210 0.27153
O 1.86520 -1.14313 -1.38209
N 3.50084 -1.90733 0.42382
S 2.52668 -2.78779 1.35267
O 3.10634 -2.99686 2.63261
O 1.15448 -2.36822 1.22249
C 2.64424 -4.41606 0.49545
F 3.88840 -4.87531 0.54015
F 2.27316 -4.30034 -0.77660
F 1.83666 -5.28006 1.10485
F 0.13272 -2.96836 -2.22003
C -0.78066 -2.06097 -1.93467
F -1.34345 -1.63156 -3.06699
H -1.53415 -2.44446 -1.24077
I -5.72237 5.51141 2.12439
C -4.32009 4.14769 1.40959
C -4.75320 3.01279 0.73581
C -3.81975 2.10700 0.26237
C -2.46276 2.34147 0.46600
C -2.03743 3.48113 1.14070
C -2.96764 4.38840 1.61595
C -1.45042 1.39912 -0.03067
O -0.22585 1.54942 0.13360
O -1.84686 0.32894 -0.66636
H -5.80873 2.83727 0.58398
H -4.13785 1.21832 -0.26577
H -0.97882 3.64544 1.28907
H -2.64472 5.27581 2.14162
*
```

***

# C10H5BF3NO10S

A cluster of 2 separate species, C10H5BF3NO10S in total at a distorted geometry (ωB97M-V/def2-TZVPD, the Open Molecules 2025 dataset).

Summary:
- E: -52083.0880 eV
- HOMO-LUMO gap: 0.233 hartree
- LUMO: -3.0 eV

Geometry as ORCA input:
```
! wB97M-V def2-TZVPD RIJCOSX def2/J DEFGRID3
* xyz 0 1
O -4.13282 2.95358 -0.23469
S -4.26078 1.62160 -0.72032
O -5.29572 1.36614 -1.66893
C -2.72530 1.04170 -1.45580
C -2.56098 1.18637 -2.80879
C -1.36646 0.74017 -3.37788
C -0.39998 0.15853 -2.58475
C -0.61359 0.04344 -1.22040
N -1.75705 0.48988 -0.69378
C -4.53221 0.41614 0.67122
F -4.12347 -0.77477 0.21733
F -3.81682 0.73658 1.72787
F -5.80207 0.36267 0.94456
H -3.34472 1.61708 -3.40770
H -1.21475 0.85242 -4.43897
H 0.53025 -0.22476 -2.97006
H 0.10989 -0.40356 -0.56345
H -1.89575 0.38548 0.30501
B 3.64927 -0.96503 1.72088
O 5.06053 -1.31295 1.86506
C 5.27050 -1.75458 3.10907
O 6.31429 -2.11967 3.55371
C 3.93339 -1.70915 3.85458
O 3.73991 -2.03140 4.98608
O 3.00958 -1.24289 3.00795
O 3.46767 0.45820 1.32450
C 2.82303 0.50797 0.18238
O 2.47542 1.49259 -0.41425
C 2.53079 -0.92475 -0.26321
O 1.92636 -1.21463 -1.27164
O 3.00159 -1.75238 0.62441
*
```